No. 1
{"formula": "C47H55N5P2Ti", "method": "the ωB97M-V functional and the def2-TZVPD basis", "symbols": ["Ti", "C", "P", "C", "C", "C", "C", "C", "C", "C", "P", "C", "C", "H", "H", "H", "H", "H", "H", "H", "H", "H", "H", "H", "H", "H", "H", "H", "H", "N", "C", "C", "C", "C", "C", "C", "C", "C", "N", "C", "H", "H", "H", "H", "H", "H", "H", "H", "C", "C", "C", "C", "C", "C", "C", "C", "N", "C", "C", "C", "C", "N", "C", "C", "C", "C", "C", "C", "C", "C", "H", "H", "H", "H", "H", "H", "H", "H", "H", "H", "H", "H", "H", "H", "H", "H", "H", "H", "H", "H", "H", "H", "H", "H", "N", "C", "C", "C", "C", "C", "C", "C", "C", "H", "H", "H", "H", "H", "H", "H"], "positions_angstrom": [[-0.748, 0.092, -0.222], [0.015, 3.923, 1.796], [0.812, 2.513, 0.909], [1.761, 3.601, -0.270], [2.167, 2.050, 2.074], [2.568, 2.850, 3.142], [3.529, 2.413, 4.038], [4.112, 1.166, 3.876], [3.734, 0.362, 2.813], [2.760, 0.784, 1.913], [2.228, -0.227, 0.459], [3.598, 0.360, -0.663], [2.904, -1.905, 0.860], [0.739, 4.707, 2.013], [-0.460, 3.586, 2.715], [-0.748, 4.342, 1.141], [2.317, 4.348, 0.295], [1.047, 4.105, -0.927], [2.463, 3.056, -0.899], [2.128, 3.827, 3.290], [3.816, 3.044, 4.870], [4.858, 0.818, 4.580], [4.207, -0.605, 2.701], [4.556, 0.002, -0.288], [3.631, 1.447, -0.674], [3.457, 0.002, -1.685], [3.917, -2.032, 0.482], [2.249, -2.644, 0.399], [2.902, -2.082, 1.929], [0.633, 0.935, -2.075], [-0.030, 1.796, -2.996], [0.314, 1.905, -4.319], [-0.405, 2.765, -5.165], [-1.445, 3.512, -4.681], [-1.813, 3.425, -3.322], [-2.864, 4.167, -2.749], [-3.106, 4.028, -1.408], [-2.337, 3.140, -0.651], [-1.365, 2.393, -1.144], [-1.096, 2.552, -2.468], [1.199, 0.259, -2.572], [1.228, 1.491, -1.472], [1.131, 1.310, -4.711], [-0.125, 2.848, -6.207], [-1.997, 4.180, -5.331], [-3.458, 4.827, -3.367], [-3.896, 4.585, -0.922], [-2.523, 3.032, 0.409], [0.681, -1.832, 3.424], [-0.796, -2.038, 3.287], [-1.556, -2.207, 4.438], [-2.903, -2.503, 4.364], [-3.473, -2.695, 3.120], [-2.737, -2.546, 1.949], [-3.435, -2.855, 0.649], [-1.392, -2.129, 2.020], [-0.658, -1.879, 0.806], [-0.405, -3.006, 0.093], [-0.589, -4.374, 0.717], [0.038, -2.987, -1.249], [0.059, -4.316, -1.982], [0.341, -1.848, -1.859], [0.860, -1.900, -3.179], [0.070, -1.578, -4.304], [-1.405, -1.346, -4.189], [0.650, -1.534, -5.569], [1.986, -1.827, -5.767], [2.752, -2.199, -4.677], [2.210, -2.251, -3.397], [3.102, -2.685, -2.268], [0.959, -1.653, 4.462], [1.008, -0.986, 2.828], [1.207, -2.724, 3.073], [-1.074, -2.108, 5.404], [-3.496, -2.607, 5.263], [-4.519, -2.971, 3.039], [-4.307, -2.214, 0.516], [-2.798, -2.712, -0.218], [-3.785, -3.890, 0.669], [-0.811, -4.298, 1.777], [0.317, -4.974, 0.604], [-1.406, -4.926, 0.246], [-0.936, -4.766, -1.965], [0.745, -5.031, -1.525], [0.348, -4.174, -3.020], [-1.894, -2.170, -3.673], [-1.849, -1.237, -5.179], [-1.627, -0.448, -3.625], [0.028, -1.279, -6.419], [2.418, -1.796, -6.759], [3.792, -2.469, -4.814], [4.097, -2.923, -2.643], [2.712, -3.569, -1.761], [3.193, -1.894, -1.531], [-3.452, -0.498, -1.788], [-2.398, -0.348, -1.331], [-2.336, 0.684, 1.144], [-2.073, 1.372, 2.450], [-0.895, 1.161, 3.170], [-0.692, 1.717, 4.423], [-1.666, 2.523, 4.995], [-2.836, 2.771, 4.289], [-3.032, 2.206, 3.037], [-3.150, 1.193, 0.623], [-2.766, -0.277, 1.403], [-0.129, 0.534, 2.732], [0.233, 1.527, 4.958], [-1.520, 2.953, 5.977], [-3.611, 3.395, 4.720], [-3.961, 2.390, 2.507]], "homo_lumo_gap_ev": [5.6, 7.4], "de_lowest_ev": 0.753, "largest_force_ev_per_a": 1.8, "spin_multiplicity": 3, "lumo_energy_ev": [-0.246, -0.246], "e_tot_ev": -98776.179}

No. 2
{"formula": "C47H56AuCl5NO2PTe", "method": "the ωB97M-V functional and the def2-TZVPD basis", "symbols": ["Au", "Cl", "C", "C", "C", "Cl", "C", "Cl", "C", "Cl", "C", "Cl", "C", "C", "C", "C", "C", "C", "Te", "N", "C", "O", "C", "C", "C", "C", "C", "C", "C", "C", "C", "C", "C", "C", "C", "C", "C", "C", "H", "H", "H", "H", "H", "H", "H", "H", "H", "H", "H", "H", "H", "H", "H", "H", "H", "H", "H", "H", "H", "H", "H", "O", "P", "C", "C", "C", "C", "C", "C", "C", "C", "C", "C", "C", "C", "C", "C", "C", "C", "C", "C", "H", "H", "H", "H", "H", "H", "H", "H", "H", "H", "H", "H", "H", "H", "H", "H", "H", "H", "H", "H", "H", "H", "H", "H", "H", "H", "H", "H", "H", "H", "H", "H", "H"], "positions_angstrom": [[-0.450, -0.696, -1.259], [-0.678, 0.503, 1.798], [0.938, 0.166, 1.268], [1.199, 0.000, -0.083], [2.504, -0.102, -0.509], [2.819, -0.248, -2.208], [3.561, -0.091, 0.400], [5.186, -0.165, -0.149], [3.281, -0.057, 1.764], [4.558, -0.158, 2.908], [1.963, 0.079, 2.204], [1.612, 0.120, 3.888], [-1.046, 10.107, 1.530], [-1.060, 8.667, 1.097], [-1.335, 7.649, 1.995], [-1.320, 6.303, 1.631], [-1.678, 5.272, 2.679], [-0.981, 6.030, 0.310], [-0.731, 3.842, -0.163], [-0.548, 2.145, -1.279], [-0.613, 1.844, -2.547], [-0.577, 0.611, -2.889], [-0.619, 2.826, -3.670], [0.294, 2.640, -4.704], [0.329, 3.537, -5.759], [-0.554, 4.608, -5.794], [-1.480, 4.777, -4.775], [-1.507, 3.890, -3.709], [1.212, 3.669, 0.613], [1.346, 3.346, 1.957], [2.607, 3.155, 2.500], [3.728, 3.311, 1.699], [3.585, 3.682, 0.369], [2.329, 3.860, -0.205], [2.220, 4.259, -1.653], [-0.785, 7.011, -0.659], [-0.575, 6.736, -2.119], [-0.809, 8.333, -0.229], [-1.268, 10.204, 2.591], [-1.780, 10.689, 0.970], [-0.067, 10.549, 1.341], [-1.583, 7.892, 3.023], [-2.546, 5.611, 3.243], [-0.856, 5.142, 3.384], [-1.917, 4.308, 2.241], [0.978, 1.802, -4.664], [1.045, 3.397, -6.557], [-0.536, 5.299, -6.626], [-2.186, 5.597, -4.810], [-2.249, 4.003, -2.925], [0.471, 3.236, 2.585], [2.711, 2.890, 3.544], [4.716, 3.150, 2.110], [4.465, 3.831, -0.243], [3.172, 4.121, -2.162], [1.942, 5.312, -1.740], [1.471, 3.662, -2.178], [-0.522, 5.668, -2.324], [0.343, 7.203, -2.476], [-1.400, 7.155, -2.699], [-0.636, 9.118, -0.957], [-0.806, -2.190, 0.164], [-0.888, -3.724, 0.174], [0.534, -4.371, -0.769], [1.823, -3.646, -0.355], [2.934, -3.932, -1.367], [3.017, -5.436, -1.718], [2.217, -6.288, -0.734], [0.733, -5.910, -0.769], [-1.052, -4.128, 1.951], [-0.177, -3.254, 2.881], [1.134, -3.889, 3.330], [0.898, -5.283, 3.896], [0.286, -6.171, 2.819], [-1.060, -5.625, 2.332], [-2.363, -4.150, -0.828], [-2.805, -5.621, -0.966], [-3.822, -6.083, 0.081], [-5.009, -5.129, 0.171], [-4.522, -3.726, 0.512], [-3.558, -3.212, -0.556], [0.290, -4.033, -1.785], [2.133, -3.984, 0.632], [1.649, -2.573, -0.286], [3.880, -3.584, -0.948], [2.751, -3.348, -2.271], [4.057, -5.762, -1.718], [2.627, -5.608, -2.724], [2.620, -6.166, 0.274], [2.318, -7.344, -0.991], [0.227, -6.371, 0.078], [0.288, -6.328, -1.674], [-2.072, -3.745, 2.066], [-0.769, -3.047, 3.777], [0.013, -2.297, 2.395], [1.596, -3.245, 4.080], [1.834, -3.960, 2.496], [0.225, -5.226, 4.757], [1.841, -5.713, 4.239], [0.123, -7.179, 3.206], [0.995, -6.251, 1.990], [-1.786, -5.756, 3.139], [-1.406, -6.225, 1.490], [-1.950, -3.844, -1.799], [-1.937, -6.282, -0.963], [-3.275, -5.717, -1.949], [-3.361, -6.157, 1.067], [-4.164, -7.083, -0.194], [-5.704, -5.480, 0.935], [-5.545, -5.111, -0.783], [-4.035, -3.744, 1.491], [-5.367, -3.039, 0.583], [-3.193, -2.220, -0.285], [-4.113, -3.110, -1.493]], "homo_lumo_gap_ev": [6.3, 6.8], "de_lowest_ev": 0.022, "largest_force_ev_per_a": 2.3, "spin_multiplicity": 2, "lumo_energy_ev": [-4.067, -4.103], "charge": 1, "e_tot_ev": -138112.978}

No. 3
{"formula": "C47H56FMnNO2S2Se", "method": "the ωB97M-V functional and the def2-TZVPD basis", "symbols": ["Mn", "C", "C", "C", "C", "C", "C", "C", "Se", "C", "C", "C", "C", "C", "C", "O", "C", "C", "C", "C", "C", "C", "C", "C", "C", "O", "C", "C", "C", "C", "C", "C", "H", "H", "H", "H", "H", "H", "H", "H", "H", "H", "H", "H", "H", "H", "H", "H", "H", "H", "H", "H", "H", "H", "H", "H", "H", "H", "H", "H", "H", "H", "H", "H", "H", "H", "H", "H", "H", "H", "H", "H", "S", "C", "N", "C", "C", "S", "H", "H", "H", "H", "H", "F", "C", "C", "C", "C", "C", "C", "H", "H", "H", "H", "C", "C", "C", "C", "C", "C", "C", "C", "C", "C", "H", "H", "H", "H", "H", "H", "H"], "positions_angstrom": [[-0.613, 1.861, 0.168], [1.832, -3.173, 5.459], [0.554, -3.567, 4.723], [0.799, -4.899, 4.003], [-0.562, -3.754, 5.760], [0.135, -2.507, 3.709], [0.887, -1.384, 3.425], [0.450, -0.457, 2.486], [1.529, 1.017, 2.009], [2.287, 0.261, 0.432], [3.466, -0.444, 0.578], [4.090, -1.041, -0.514], [3.465, -0.890, -1.738], [2.264, -0.194, -1.942], [1.669, 0.398, -0.820], [0.536, 1.118, -0.987], [1.772, -0.155, -3.404], [2.805, 0.611, -4.244], [1.666, -1.598, -3.930], [0.409, 0.490, -3.648], [5.398, -1.806, -0.318], [5.169, -2.962, 0.664], [6.462, -0.865, 0.260], [5.925, -2.383, -1.631], [-0.758, -0.606, 1.816], [-1.237, 0.387, 1.026], [-1.504, -1.794, 2.009], [-1.037, -2.682, 2.970], [-2.720, -2.159, 1.156], [-2.248, -2.307, -0.297], [-3.827, -1.105, 1.293], [-3.327, -3.505, 1.557], [2.077, -3.940, 6.196], [1.720, -2.225, 5.989], [2.684, -3.083, 4.782], [1.114, -5.665, 4.715], [1.577, -4.797, 3.244], [-0.105, -5.256, 3.506], [-0.260, -4.485, 6.514], [-1.483, -4.114, 5.300], [-0.786, -2.813, 6.266], [1.834, -1.213, 3.920], [3.901, -0.523, 1.567], [3.929, -1.328, -2.609], [3.796, 0.158, -4.196], [2.891, 1.644, -3.901], [2.494, 0.628, -5.291], [2.628, -2.109, -3.974], [1.255, -1.585, -4.941], [1.000, -2.190, -3.300], [0.375, 1.542, -3.372], [-0.380, -0.018, -3.097], [0.185, 0.403, -4.715], [4.833, -2.601, 1.637], [6.096, -3.519, 0.816], [4.412, -3.653, 0.287], [6.161, -0.463, 1.228], [6.644, -0.021, -0.409], [7.405, -1.399, 0.400], [5.222, -3.088, -2.080], [6.857, -2.918, -1.443], [6.134, -1.601, -2.364], [-1.606, -3.583, 3.144], [-1.768, -1.407, -0.669], [-3.097, -2.560, -0.938], [-1.520, -3.117, -0.372], [-3.456, -0.121, 1.024], [-4.183, -1.051, 2.325], [-4.675, -1.392, 0.659], [-2.612, -4.323, 1.462], [-4.166, -3.723, 0.892], [-3.710, -3.500, 2.580], [-2.882, 2.891, 1.543], [-4.108, 3.067, 0.408], [-4.946, 2.109, 0.043], [-6.049, 2.453, -0.841], [-5.624, 3.747, -1.540], [-4.442, 4.549, -0.420], [-4.861, 1.208, 0.492], [-6.963, 2.583, -0.257], [-6.198, 1.654, -1.566], [-6.472, 4.403, -1.715], [-5.125, 3.534, -2.485], [2.883, 6.558, 1.676], [2.069, 5.531, 1.342], [2.367, 4.790, 0.217], [1.527, 3.735, -0.120], [0.418, 3.442, 0.670], [0.137, 4.211, 1.792], [0.974, 5.269, 2.138], [3.236, 5.039, -0.377], [1.739, 3.143, -1.000], [-0.711, 4.000, 2.423], [0.787, 5.880, 3.010], [-4.066, 0.637, -3.795], [-3.626, 0.106, -2.560], [-2.794, 0.837, -1.764], [-2.360, 2.137, -2.127], [-1.495, 2.919, -1.290], [-1.283, 4.232, -1.596], [-1.816, 4.785, -2.791], [-2.552, 4.034, -3.651], [-2.860, 2.687, -3.332], [-3.693, 1.894, -4.166], [-4.707, 0.047, -4.438], [-3.935, -0.884, -2.252], [-2.476, 0.422, -0.819], [-0.672, 4.862, -0.967], [-1.606, 5.823, -3.021], [-2.931, 4.454, -4.576], [-4.041, 2.316, -5.102]], "homo_lumo_gap_ev": [6.8, 7.5], "largest_force_ev_per_a": 1.1, "spin_multiplicity": 2, "lumo_energy_ev": [-0.971, -0.232], "e_tot_ev": -176286.711}

No. 4
{"formula": "C47H56N7O2P2ScSe", "method": "the ωB97M-V functional and the def2-TZVPD basis", "symbols": ["Sc", "O", "C", "N", "C", "C", "C", "C", "C", "C", "N", "C", "O", "C", "C", "C", "C", "C", "N", "C", "C", "C", "C", "C", "N", "H", "H", "H", "H", "H", "H", "H", "H", "H", "H", "H", "H", "C", "C", "C", "P", "C", "C", "C", "C", "C", "C", "C", "C", "C", "N", "C", "C", "C", "C", "C", "C", "P", "C", "C", "C", "C", "C", "C", "H", "H", "H", "H", "H", "H", "H", "H", "H", "H", "H", "H", "H", "H", "H", "H", "H", "H", "H", "H", "H", "H", "H", "H", "H", "H", "H", "H", "H", "H", "H", "H", "H", "H", "H", "H", "C", "N", "C", "C", "N", "C", "C", "Se", "H", "H", "H", "H", "H", "H", "H", "H"], "positions_angstrom": [[-0.229, -0.604, 0.363], [-3.107, -3.173, 2.124], [-2.350, -2.615, 1.346], [-1.095, -2.155, 1.542], [-0.255, -2.696, 2.542], [-0.666, -3.454, 3.637], [0.278, -4.002, 4.502], [1.630, -3.801, 4.283], [2.053, -3.052, 3.188], [1.122, -2.498, 2.315], [1.435, -1.704, 1.185], [2.617, -1.764, 0.574], [3.597, -2.474, 0.814], [2.729, -0.805, -0.599], [3.964, -0.645, -1.206], [4.095, 0.268, -2.239], [2.971, 0.964, -2.658], [1.769, 0.711, -2.029], [1.641, -0.139, -1.010], [-2.746, -2.508, -0.111], [-3.823, -3.240, -0.569], [-4.067, -3.292, -1.931], [-3.214, -2.611, -2.785], [-2.165, -1.897, -2.237], [-1.934, -1.827, -0.927], [-1.719, -3.615, 3.799], [-0.054, -4.587, 5.353], [2.365, -4.231, 4.955], [3.105, -2.905, 2.997], [4.788, -1.234, -0.828], [5.059, 0.442, -2.703], [3.020, 1.695, -3.456], [0.862, 1.202, -2.350], [-4.424, -3.769, 0.158], [-4.895, -3.870, -2.324], [-3.341, -2.638, -3.860], [-1.462, -1.377, -2.871], [2.289, 1.759, 4.688], [1.763, 0.755, 3.663], [0.477, 0.131, 4.238], [1.331, 1.318, 1.944], [2.740, 2.240, 1.152], [3.800, 2.912, 2.018], [2.144, 3.230, 0.140], [0.054, 2.551, 2.291], [0.278, 3.771, 2.930], [-0.761, 4.624, 3.266], [-2.058, 4.228, 2.955], [-2.303, 3.033, 2.301], [-1.253, 2.166, 1.927], [-1.451, 1.039, 1.133], [-2.791, 0.682, 0.842], [-3.688, 0.210, 1.797], [-4.961, -0.188, 1.418], [-5.352, -0.109, 0.084], [-4.467, 0.372, -0.873], [-3.189, 0.780, -0.502], [-1.823, 1.312, -1.605], [-2.596, 1.200, -3.297], [-3.644, 2.245, -3.688], [-1.493, 1.114, -4.361], [-1.681, 3.137, -1.220], [-2.978, 3.907, -0.956], [-0.812, 3.855, -2.260], [2.365, 1.249, 5.653], [1.595, 2.593, 4.815], [3.274, 2.157, 4.448], [2.508, -0.033, 3.514], [-0.199, 0.926, 4.566], [0.711, -0.504, 5.097], [-0.057, -0.477, 3.519], [3.241, 1.452, 0.588], [3.380, 3.676, 2.675], [4.530, 3.403, 1.364], [4.343, 2.186, 2.625], [1.746, 4.111, 0.648], [1.321, 2.783, -0.425], [2.908, 3.557, -0.573], [1.295, 4.066, 3.162], [-0.570, 5.566, 3.767], [-2.894, 4.869, 3.214], [-3.321, 2.772, 2.046], [-3.367, 0.139, 2.832], [-5.647, -0.575, 2.162], [-6.346, -0.425, -0.213], [-4.785, 0.421, -1.908], [-3.100, 0.235, -3.271], [-3.193, 3.221, -3.873], [-4.415, 2.366, -2.926], [-4.134, 1.934, -4.616], [-0.979, 2.074, -4.475], [-1.918, 0.849, -5.334], [-0.739, 0.360, -4.108], [-1.117, 3.121, -0.290], [-3.457, 4.220, -1.885], [-2.749, 4.806, -0.376], [-3.694, 3.320, -0.381], [-1.336, 3.981, -3.210], [0.123, 3.319, -2.455], [-0.549, 4.853, -1.895], [3.060, -5.123, -0.594], [3.312, -4.434, -1.861], [4.508, -4.468, -2.563], [4.348, -3.697, -3.652], [3.053, -3.191, -3.604], [2.458, -2.330, -4.613], [2.411, -3.644, -2.493], [0.676, -3.303, -1.964], [3.681, -6.016, -0.555], [2.010, -5.397, -0.550], [3.286, -4.464, 0.241], [5.356, -5.045, -2.229], [5.027, -3.471, -4.459], [2.856, -2.598, -5.591], [2.671, -1.284, -4.405], [1.382, -2.479, -4.598]], "homo_lumo_gap_ev": 6.9, "de_lowest_ev": 0.000, "largest_force_ev_per_a": 0.6, "lumo_energy_ev": 0.017, "e_tot_ev": -168804.826}